{
  "formula": "C29H79N4O13",
  "method": "ωB97M-V/def2-TZVPD",
  "species": ["O", "O", "O", "O", "O", "O", "O", "O", "O", "O", "O", "O", "O", "N", "N", "N", "N", "C", "C", "C", "C", "C", "C", "C", "C", "C", "C", "C", "C", "C", "C", "C", "C", "C", "C", "C", "C", "C", "C", "C", "C", "C", "C", "C", "C", "C", "H", "H", "H", "H", "H", "H", "H", "H", "H", "H", "H", "H", "H", "H", "H", "H", "H", "H", "H", "H", "H", "H", "H", "H", "H", "H", "H", "H", "H", "H", "H", "H", "H", "H", "H", "H", "H", "H", "H", "H", "H", "H", "H", "H", "H", "H", "H", "H", "H", "H", "H", "H", "H", "H", "H", "H", "H", "H", "H", "H", "H", "H", "H", "H", "H", "H", "H", "H", "H", "H", "H", "H", "H", "H", "H", "H", "H", "H", "H"],
  "coordinates": [[2.263, 2.270, 2.405], [-1.716, 0.004, -3.023], [-1.886, 0.740, 7.510], [2.657, -2.049, 1.430], [2.545, -0.876, 5.587], [-2.828, -1.639, -2.638], [-4.662, -2.246, -9.021], [1.114, -0.108, 1.312], [2.114, -1.814, -3.120], [2.426, 2.954, -2.695], [-1.615, -4.023, 1.056], [-3.898, 2.054, 0.601], [6.732, 2.545, -0.343], [-0.390, -1.298, 3.324], [3.640, 0.916, -1.281], [-2.198, -1.122, -6.453], [-2.684, 0.616, 3.847], [-2.810, 2.757, -0.016], [-3.038, -2.083, -7.150], [-3.088, 1.807, 2.951], [7.221, 3.869, -0.170], [-2.372, 0.207, 6.200], [-1.203, -2.350, 2.738], [-2.909, 1.531, 8.243], [5.267, 2.506, -0.415], [-0.579, -3.174, 1.593], [1.453, -0.567, 4.748], [1.362, 2.884, 3.352], [-2.264, 1.225, 5.171], [-4.894, -1.878, -10.374], [0.789, -2.263, -3.754], [-1.153, -5.001, 0.199], [-2.367, -1.146, -4.975], [1.693, 3.642, -1.651], [-1.621, 0.044, -4.441], [-0.002, 0.609, 0.801], [3.353, -0.351, -1.856], [-1.070, 1.133, -2.329], [1.957, -0.556, -2.411], [-2.511, -2.006, -1.379], [-3.375, -1.609, -8.531], [4.966, 0.966, -0.732], [3.713, -1.452, 2.095], [-3.416, 1.123, 1.590], [0.666, -1.720, 4.243], [3.321, 0.190, 6.150], [-2.113, 1.836, -0.298], [-4.458, 0.631, 1.489], [-0.455, 1.149, 1.603], [0.262, -2.169, 5.211], [-3.772, 0.962, 8.277], [-2.548, -3.089, -7.226], [-1.997, -2.177, -4.611], [0.229, -0.810, 2.750], [6.931, 4.169, 0.864], [8.328, 3.692, -0.348], [4.836, 2.652, 0.571], [2.973, 2.443, -2.038], [0.039, -2.400, -2.846], [-3.947, 2.558, 3.321], [-1.558, 2.003, -2.695], [-1.232, 1.420, 5.117], [1.763, -0.091, 3.920], [1.290, 2.155, 4.258], [-4.125, -2.288, -10.875], [3.730, 0.746, 5.373], [-2.755, 2.126, 5.466], [-2.644, -3.073, -1.119], [-1.208, -1.286, -6.595], [-4.884, -0.771, -10.559], [1.937, 1.520, 1.961], [4.843, 3.397, -1.171], [-3.095, 3.329, -0.606], [5.617, 0.630, -1.351], [-2.144, 2.481, 2.829], [6.903, 4.562, -1.000], [2.819, 0.773, 7.044], [-2.624, 0.471, 1.304], [0.084, 1.438, -2.366], [0.263, 1.175, -0.183], [-1.987, 0.110, 3.462], [1.929, -1.371, 1.394], [-2.322, 3.323, 0.833], [4.760, -1.609, 1.364], [4.330, -0.356, 6.629], [-4.006, -2.300, -6.616], [-3.300, -1.088, -4.745], [-0.904, -0.121, 0.491], [-1.174, 1.200, -1.221], [0.315, -3.525, 2.000], [-3.245, -1.640, -0.709], [-0.212, -5.455, 0.422], [0.393, 2.901, 2.850], [-2.556, 1.696, 9.315], [4.162, -0.673, -2.645], [5.173, 0.514, 0.156], [1.295, -2.559, 3.807], [-5.790, -2.447, -10.734], [1.569, 3.863, 3.560], [-0.720, 0.097, -4.777], [0.345, -1.777, -4.530], [3.596, -1.099, -1.306], [-1.411, -1.685, -1.188], [1.868, 4.652, -1.744], [-1.411, -2.826, 3.683], [2.266, 3.380, -0.717], [-0.511, -2.541, 0.732], [2.940, 1.064, -0.520], [3.575, -0.310, 2.227], [-2.339, -0.781, -2.596], [-1.716, -5.833, -0.060], [0.969, -3.521, -4.059], [-1.829, -0.804, 5.939], [-3.266, -0.210, 6.189], [0.575, 3.571, -1.666], [-3.717, -0.584, -8.361], [-3.143, 2.275, 7.784], [-2.119, -1.894, 2.415], [0.800, 0.002, 5.410], [1.831, 0.156, -3.095], [3.925, -1.898, 3.021], [-2.142, 1.184, -4.673], [1.373, -0.438, -1.441], [-2.862, -1.539, -9.357], [-1.253, -4.496, -0.732]],
  "forces_ev_per_angstrom": [[1.7734, 3.4328, 1.5894], [7.1567, 7.2816, -0.4302], [-1.3973, -0.1060, -0.4704], [-0.1472, -0.3796, 0.3232], [0.9821, -0.9941, 0.8048], [-3.4761, -4.4960, 0.2944], [0.8678, 0.3999, 0.8606], [-1.0311, 1.9094, -0.8166], [-3.6282, -0.1121, -0.9904], [-0.7016, 0.0826, 1.6480], [-0.4367, -1.3667, 3.0825], [1.2181, 0.9885, -0.8303], [-1.8247, 0.7283, -0.4986], [0.7056, 0.2643, 1.9632], [-1.4040, 0.4865, 1.3036], [-0.3531, 0.6101, 0.6648], [-5.0527, 5.7394, 2.5760], [5.9331, -11.2310, 12.0094], [0.7071, -2.1664, -0.0932], [0.9225, -0.4311, -0.2680], [1.0969, -1.1112, -0.5308], [4.5558, -1.0694, 2.0076], [0.5495, 0.6434, 0.4325], [5.0153, -8.9884, 5.0903], [0.9040, -0.0872, -1.4905], [-3.2347, 1.6865, -0.1226], [-0.6707, -0.0327, 2.8735], [-1.0982, -5.4252, -0.8983], [0.6888, -1.7012, -2.2600], [-2.2068, 0.4843, 1.7689], [2.1876, -6.0229, 5.6604], [0.7430, 1.2951, -1.2167], [5.8353, -2.0391, -2.9246], [0.5780, -1.2497, 0.2238], [-7.2306, 3.0049, 2.2244], [0.6154, -3.0695, -1.4651], [1.0636, 1.8725, -5.5372], [1.7956, 1.0818, 0.4383], [2.4586, -2.5390, 3.0313], [1.3362, -1.7710, 1.4095], [-6.7899, 1.1018, 3.1405], [-3.7298, 6.2849, 1.6655], [2.5202, 1.7168, -3.3432], [-4.6506, 1.4122, 0.3061], [-0.6369, -3.7994, 2.2374], [0.8819, -2.7464, 3.0257], [-1.3192, 3.0218, 0.2176], [1.9771, -0.6602, 1.8507], [-0.3277, 1.3868, 0.3377], [-0.0966, 0.0454, -1.1535], [-1.9013, -1.5178, 0.4281], [-0.2323, 0.4790, 0.2368], [-0.3095, 1.8589, -0.0664], [0.3095, 1.3443, -2.9145], [0.5293, 0.5271, -0.8081], [-1.0551, 0.7905, 0.8141], [-0.0633, 0.6195, 0.2724], [0.2890, -0.7974, -1.9774], [1.2800, 0.6177, -1.9799], [1.7043, -2.2741, -0.4752], [-0.6010, 0.9493, -0.4644], [1.6046, 0.9184, -0.2251], [1.2934, 2.5901, -2.8379], [-0.0018, 1.7733, -1.1117], [2.8958, -1.1872, -2.4407], [0.3599, 1.7772, -1.2483], [-0.8033, 0.5572, -0.3000], [0.6246, -0.0291, -0.7403], [-0.1754, -0.2003, -0.5304], [-0.5194, -0.7964, 0.2480], [-1.5692, -2.2993, -0.7176], [1.0589, -2.6401, 1.6046], [-4.6098, 8.8921, -10.3465], [4.1547, -1.9656, -4.5897], [-1.4620, -0.8632, 0.0497], [-0.1568, -0.4704, 0.9786], [0.6738, -0.9410, -2.0152], [0.6038, -0.3614, -0.6534], [-2.0631, -1.7281, -1.0512], [-0.3963, -0.3372, 2.0144], [3.2576, -1.8248, -1.4553], [-0.0897, -0.0010, -0.5327], [0.0869, -0.3308, -1.0698], [-2.5135, 0.5529, 2.0690], [-2.7836, 1.2557, -1.0291], [0.9199, 0.6544, -0.4650], [-5.8747, 0.2681, 1.2898], [1.6578, 1.0277, 0.1949], [-0.4966, -1.4857, -1.5867], [1.5801, -1.6075, -0.2103], [-0.3168, 1.3417, 1.5080], [1.1403, 0.4047, 0.1761], [-0.4460, -0.0169, 0.3561], [-0.2139, -0.0483, -1.6564], [-1.3818, 1.5592, 0.3060], [-0.1296, -1.7482, 2.7642], [-0.1874, 1.0785, 0.3131], [0.3925, 1.0572, 0.4623], [1.3297, 2.2964, 0.7240], [5.9440, 0.3261, -1.7180], [-0.4803, 1.8866, -2.1914], [0.6927, -4.8751, 4.8504], [-1.5613, -0.5295, 0.5464], [0.3862, 2.6198, -0.3800], [-0.6399, -1.6044, -0.2235], [-1.6308, 0.0959, -0.1392], [1.5046, 1.0876, -0.1225], [0.6858, -0.2890, -0.3675], [0.2123, -1.6777, -0.1902], [-1.8209, -1.3323, 0.0416], [-2.3658, -1.6530, 0.9178], [-0.3013, 3.9741, 0.5918], [0.1674, 2.2499, 0.5277], [-4.9774, -1.1759, 0.9289], [0.8948, -0.7820, 0.2460], [0.2515, 0.3765, 0.0366], [-2.1060, 9.3487, -5.1860], [-0.6534, 0.1166, -0.3832], [-0.5255, 0.6490, -0.5677], [-1.3369, 3.1569, -2.6032], [0.3342, -0.6340, 1.4497], [1.1214, -3.2703, -0.1678], [-0.5159, -0.9562, -1.4922], [4.2571, -0.4421, -3.7749], [1.4454, 0.2477, -1.6616]],
  "total_energy_ha": -2348.58619,
  "charge": -1,
  "fmax_ha_per_bohr": 0.340,
  "e_above_lowest_kcal_mol": 376.6,
  "multiplicity": 1,
  "orbital_gap_ev": 7.971
}